--- P ---
Computed, not measured: an isolated molecule of C3H3N3O, with ωB97M-V/def2-TZVPD.

Geometry as XYZ:
```
10
Properties=species:S:1:pos:R:3
N -0.35 -0.40 1.15
C 0.10 0.24 0.04
N -1.57 -0.89 0.96
N -1.92 -0.62 -0.26
O 2.42 -0.10 0.22
C 1.50 0.50 -0.30
C -0.93 0.10 -0.85
H 0.08 -0.48 2.06
H 1.65 1.21 -1.14
H -0.98 0.44 -1.88
```

HOMO-LUMO gap: 0.38030 Eh
SMILES: O=Cc1cnn[nH]1
2S+1: 1
E_LUMO: -0.005 Eh
HOMO energy: -10.5 eV



--- Q ---
Computed, not measured: an isolated molecule of C3H3N3O, with ωB97M-V/def2-TZVPD.

Geometry as XYZ:
```
10
Properties=species:S:1:pos:R:3
N -2.31 0.00 1.27
C -1.64 0.36 0.31
N -0.96 0.59 -0.68
N 0.27 1.22 -0.56
O 0.45 -1.78 -0.77
C 1.34 -1.04 -0.41
C 1.29 0.46 -0.43
H -2.98 0.67 1.63
H 2.31 -1.44 -0.04
H 2.24 0.97 -0.31
```

HOMO-LUMO gap: 0.32682 Eh
SMILES: N=C=N/N=C\C=O
2S+1: 1
E_LUMO: -0.021 Eh
HOMO energy: -9.5 eV



Most stable = P



--- P ---
Computed, not measured: an isolated molecule of C3H3N3O, with ωB97M-V/def2-TZVPD.

Geometry as XYZ:
```
10
Properties=species:S:1:pos:R:3
C 1.02 0.60 0.09
C -0.83 -0.68 0.64
C -1.31 -0.43 -0.73
H 2.28 1.25 1.38
H -1.42 -1.39 1.30
H -2.18 -0.98 -1.13
N 2.06 1.23 0.34
N 0.27 -0.17 1.05
N -0.52 -0.01 -1.69
O 0.63 0.59 -1.25
```

HOMO-LUMO gap: 0.33571 Eh
SMILES: [H]/N=c1\nccno1
2S+1: 1
E_LUMO: -0.028 Eh
HOMO energy: -9.9 eV



--- Q ---
Computed, not measured: a structure of composition C3H3N3O, with ωB97M-V/def2-TZVPD.

Geometry as XYZ:
```
10
Properties=species:S:1:pos:R:3
C 0.45 0.17 -0.24
C -1.37 -0.41 0.35
C -1.45 0.62 -0.78
H 3.22 -0.55 0.70
H -1.95 -0.77 1.15
H -2.36 1.01 -1.30
N 1.77 0.11 -0.25
N -0.17 -0.68 0.59
N -0.27 0.84 -1.18
O 2.13 -0.33 0.97
```

HOMO-LUMO gap: 0.30812 Eh
2S+1: 1
E_LUMO: -0.036 Eh
HOMO energy: -9.4 eV



Most stable = P



--- P ---
Computed, not measured: a cluster of 2 separate species, C3H3N3O in total, with ωB97M-V/def2-TZVPD.

Geometry as XYZ:
```
10
Properties=species:S:1:pos:R:3
N -0.11 1.38 1.69
C 0.36 1.02 0.62
N -2.22 -0.82 0.73
N -2.09 -1.86 0.38
O 1.81 -1.57 -0.73
C 0.95 -0.77 -1.00
C 0.92 0.64 -0.51
H -1.10 1.62 1.67
H 0.12 -1.05 -1.68
H 1.34 1.40 -1.16
```

HOMO-LUMO gap: 0.37846 Eh
SMILES: N=C=CC=O.N#N
2S+1: 1
E_LUMO: 0.026 Eh
HOMO energy: -9.6 eV



--- Q ---
Computed, not measured: an isolated molecule of C3H3N3O, with ωB97M-V/def2-TZVPD.

Geometry as XYZ:
```
10
Properties=species:S:1:pos:R:3
C 0.60 0.87 0.22
C -0.06 -1.03 -1.03
C -1.14 -0.55 0.83
H 2.05 2.02 -0.15
H -0.06 -1.58 -1.97
H -1.86 -0.79 1.63
N 1.21 1.94 0.46
N 0.84 -0.07 -0.82
N -1.17 -1.33 -0.19
O -0.42 0.52 1.02
```

HOMO-LUMO gap: 0.35335 Eh
SMILES: [H]/N=c1\ncnco1
2S+1: 1
E_LUMO: -0.010 Eh
HOMO energy: -9.9 eV



--- R ---
Computed, not measured: an isolated molecule of C3H3N3O, with ωB97M-V/def2-TZVPD.

Geometry as XYZ:
```
10
Properties=species:S:1:pos:R:3
O -2.85 -0.03 0.32
C -2.02 0.57 -0.32
N -0.63 0.37 -0.24
C -0.23 -0.78 0.15
N 1.08 -1.13 0.33
C 1.89 -0.21 0.19
N 2.39 0.88 0.09
H -2.27 1.38 -1.02
H -0.90 -1.60 0.36
H 3.44 0.57 -0.01
```

HOMO-LUMO gap: 0.36852 Eh
SMILES: N=C=N/C=N/C=O
2S+1: 1
E_LUMO: -0.002 Eh
HOMO energy: -10.1 eV



--- S ---
Computed, not measured: an isolated molecule of C3H3N3O, with ωB97M-V/def2-TZVPD.

Geometry as XYZ:
```
10
Properties=species:S:1:pos:R:3
C -1.42 -0.67 -0.12
C -0.03 -0.35 -0.18
C 1.71 0.74 -0.03
H -2.08 1.20 0.23
H -1.50 -1.81 -0.10
H 2.39 1.57 0.14
N 0.40 0.93 -0.15
N 2.04 -0.56 0.10
N 0.93 -1.27 0.01
O -2.44 0.22 0.10
```

HOMO-LUMO gap: 0.31728 Eh
SMILES: O/C=C1\N=CN=N1
2S+1: 1
E_LUMO: -0.054 Eh
HOMO energy: -10.1 eV



Most stable = P



--- P ---
Computed, not measured: a cluster of 2 separate species, C2H2N3P in total, with ωB97M-V/def2-TZVPD.

Geometry as XYZ:
```
8
Properties=species:S:1:pos:R:3
C 1.56 -0.40 0.21
C -1.41 -0.51 -1.64
N 2.42 -1.15 0.17
N -1.09 -1.21 -0.72
N 0.62 0.55 0.10
P -0.28 1.36 1.11
H -1.77 0.30 -1.74
H -0.04 1.06 2.51
```

HOMO-LUMO gap: 0.31668 Eh
SMILES: [H]/P=N\C#N.C#N
2S+1: 1
E_LUMO: -0.066 Eh
HOMO energy: -10.4 eV



--- Q ---
Computed, not measured: a cluster of 2 separate species, C2H2N3P in total, with ωB97M-V/def2-TZVPD.

Geometry as XYZ:
```
8
Properties=species:S:1:pos:R:3
C -1.32 0.76 1.96
C -0.71 0.78 -1.20
N -0.89 -0.26 1.58
N -1.46 1.27 -1.93
N 1.35 -0.97 -0.48
P 0.96 0.56 -0.55
H 2.36 -1.27 -0.59
H -0.29 -0.88 1.21
```

HOMO-LUMO gap: 0.32021 Eh
2S+1: 1
E_LUMO: -0.062 Eh
HOMO energy: -10.4 eV



Most stable = Q



--- P ---
Computed, not measured: a cluster of 2 separate species, C2H10N4 in total, with ωB97M-V/def2-TZVPD.

Geometry as XYZ:
```
16
Properties=species:S:1:pos:R:3
N 2.91 -2.86 -3.00
C 3.14 -2.20 -1.72
N 3.96 -3.01 -0.82
H 2.37 -2.25 -3.61
H 3.76 -3.05 -3.53
H 3.68 -1.27 -1.86
H 2.18 -2.01 -1.26
H 4.72 -3.45 -1.32
H 3.36 -3.74 -0.45
N -3.29 3.59 2.44
C -4.61 3.36 2.70
N -5.47 3.24 1.76
H -2.61 3.55 3.18
H -3.00 3.99 1.57
H -4.73 3.02 3.73
H -6.38 3.09 2.18
```

HOMO-LUMO gap: 0.37827 Eh
SMILES: [H]/N=C/N.NCN
2S+1: 1
E_LUMO: 0.039 Eh
HOMO energy: -9.2 eV



--- Q ---
Computed, not measured: a cluster of 2 separate species, C2H10N4 in total, with ωB97M-V/def2-TZVPD.

Geometry as XYZ:
```
16
Properties=species:S:1:pos:R:3
N 0.67 -0.21 2.23
C -0.58 0.01 2.91
N -1.59 0.79 2.21
H 1.10 0.71 2.12
H 0.46 -0.57 1.31
H -0.43 0.37 3.95
H -1.01 -0.96 3.21
H -1.16 1.46 1.58
H -2.13 1.31 2.88
N 1.24 0.45 -3.09
C 0.48 -0.61 -3.42
N 0.37 -1.65 -2.67
H 1.61 1.12 -3.75
H 1.58 0.49 -2.14
H -0.21 -0.53 -4.27
H -0.42 -2.16 -3.05
```

HOMO-LUMO gap: 0.36653 Eh
SMILES: [H]/N=C/N.NCN
2S+1: 1
E_LUMO: 0.032 Eh
HOMO energy: -9.1 eV



--- R ---
Computed, not measured: a cluster of 2 separate species, C2H10N4 in total, with ωB97M-V/def2-TZVPD.

Geometry as XYZ:
```
16
Properties=species:S:1:pos:R:3
C -1.36 -1.23 0.50
C -0.92 -0.15 -0.37
N 2.19 -0.41 -0.55
N -0.18 2.09 -0.23
N 1.91 0.51 0.46
N -0.29 0.89 0.37
H -2.45 -1.10 0.84
H -1.30 -2.23 -0.04
H -0.65 -1.46 1.37
H -0.30 -0.67 -1.21
H -1.77 0.20 -0.87
H 2.76 -1.30 -0.22
H 2.84 0.12 -1.19
H 0.49 2.83 0.33
H -0.15 2.13 -1.27
H 1.85 -0.09 1.37
```

HOMO-LUMO gap (spin up / spin down): 0.30131 / 0.31354 Eh
2S+1: 1
E_LUMO (spin up / spin down): 0.040 / 0.036 Eh
HOMO energy (spin up / spin down): -7.1 / -7.6 eV



Most stable = P



--- P ---
Computed, not measured: a cluster of 2 separate species, C3H10O2 in total, with ωB97M-V/def2-TZVPD.

Geometry as XYZ:
```
15
Properties=species:S:1:pos:R:3
C -1.09 -0.34 1.07
C -0.60 0.62 0.03
C -0.56 0.14 -1.49
O 0.71 1.06 0.49
H -2.11 -0.35 1.41
H -0.29 -0.38 1.81
H -0.89 -1.39 0.78
H -1.13 1.58 0.00
H -1.23 -0.70 -1.47
H 0.44 -0.10 -1.84
H -1.01 0.97 -2.00
H 1.25 1.33 -0.25
H 1.89 -1.06 -0.20
H 2.40 -0.24 0.97
O 2.23 -1.13 0.69
```

HOMO-LUMO gap: 0.39913 Eh
SMILES: CC(C)O.O
2S+1: 1
E_LUMO: 0.028 Eh
HOMO energy: -10.1 eV



--- Q ---
Computed, not measured: a structure of composition C3H10O2, with ωB97M-V/def2-TZVPD.

Geometry as XYZ:
```
15
Properties=species:S:1:pos:R:3
C -0.52 1.78 -1.71
C 0.02 -0.26 0.18
O 0.66 2.09 -2.41
H 1.25 2.59 -1.83
H -1.06 2.66 -1.35
H -1.16 1.22 -2.38
H -0.99 -0.65 -0.02
H 0.75 -0.62 -0.56
H -0.30 1.17 -0.78
C 0.52 -1.51 1.77
O -0.62 -2.23 2.18
H -1.01 -2.65 1.40
H 1.03 -1.20 2.68
H 1.25 -2.17 1.28
H 0.16 -0.23 1.53
```

HOMO-LUMO gap: 0.31586 Eh
2S+1: 1
E_LUMO: 0.026 Eh
HOMO energy: -7.9 eV



Most stable = P



--- P ---
Computed, not measured: a cluster of 3 separate species, C3H10O2 in total, with ωB97M-V/def2-TZVPD.

Geometry as XYZ:
```
15
Properties=species:S:1:pos:R:3
C 1.65 -0.21 2.62
C 1.83 0.91 3.63
C 3.04 1.38 4.05
H 2.48 -0.14 1.92
H 1.88 -1.15 3.10
H 0.77 -0.03 2.00
H 0.94 1.11 4.23
H 3.21 2.41 4.32
H 3.68 0.60 4.46
H -0.27 -0.45 -3.82
H -1.14 -0.26 -2.60
O -0.97 -0.87 -3.32
H -4.83 -0.01 -4.73
H -3.50 -0.66 -4.46
O -4.33 -0.81 -4.93
```

HOMO-LUMO gap: 0.32381 Eh
SMILES: C=CC.O.O
2S+1: 1
E_LUMO: 0.018 Eh
HOMO energy: -8.3 eV



--- Q ---
Computed, not measured: a cluster of 2 separate species, C3H10O2 in total, with ωB97M-V/def2-TZVPD.

Geometry as XYZ:
```
15
Properties=species:S:1:pos:R:3
C 0.20 0.66 0.02
C -1.32 0.28 -0.01
C -1.53 -0.88 0.96
O -2.17 1.49 0.06
H 0.51 1.27 -0.93
H 0.34 1.39 0.88
H 0.90 -0.18 0.11
H -1.50 -0.08 -1.05
H -1.11 -1.92 0.46
H -1.10 -0.55 1.89
H -2.58 -1.01 1.05
H -2.99 1.43 0.60
H 4.81 -0.74 -1.02
H 3.47 -0.97 -1.65
O 4.07 -0.21 -1.35
```

HOMO-LUMO gap: 0.39659 Eh
SMILES: CC(C)O.O
2S+1: 1
E_LUMO: 0.027 Eh
HOMO energy: -10.1 eV



--- R ---
Computed, not measured: a cluster of 2 separate species, C3H10O2 in total, with ωB97M-V/def2-TZVPD.

Geometry as XYZ:
```
15
Properties=species:S:1:pos:R:3
C 0.87 0.51 0.51
O -0.39 0.50 1.15
C 0.77 0.92 -0.97
C 1.31 -0.13 -1.94
H 1.56 1.18 1.01
H 1.27 -0.51 0.57
H -0.48 1.24 1.78
H -0.27 1.15 -1.23
H 1.31 1.84 -1.14
H 2.33 -0.44 -1.66
H 0.67 -1.01 -1.96
H 1.42 0.28 -2.94
H -3.81 -2.32 1.73
H -2.96 -1.71 2.88
O -3.62 -1.51 2.20
```

HOMO-LUMO gap: 0.40575 Eh
SMILES: CCCO.O
2S+1: 1
E_LUMO: 0.033 Eh
HOMO energy: -10.1 eV



Most stable = R